56
Properties=species:S:1:pos:R:3:nbo_charge:R:1 method="wB97M-V/def2-TZVPD" homo_energy_ev=-8.32 mol_weight_g_mol=696.317 total_energy_ev=-81235.2682 lumo_ev=-0.84
O -1.454 -0.340 1.359 -0.89
H -0.056 1.315 -3.195 0.23
O 3.672 0.796 0.876 -0.58
C 1.723 0.060 4.718 -0.06
H 4.404 1.922 -1.264 0.26
O -2.586 -2.195 1.932 -0.55
C 1.340 -1.979 3.481 -0.21
C -3.099 2.092 1.302 -0.17
H 1.814 1.870 3.577 0.23
C -1.624 2.198 0.972 0.86
C 1.671 0.799 3.543 -0.25
C 1.458 0.149 2.347 0.22
C 2.551 0.949 0.434 0.63
O -0.892 2.693 1.950 -0.64
N 1.355 0.816 1.080 -0.84
C 1.629 -2.979 -0.908 0.15
H 0.908 -1.003 -3.406 0.21
H 1.208 -3.048 3.467 0.26
C 1.933 2.069 -3.590 -0.25
C -2.552 -1.034 1.630 0.78
F -1.345 -2.119 -1.022 -0.54
H 2.562 -4.946 -3.476 0.23
H 4.003 2.634 -3.660 0.23
C 1.274 -1.887 -2.902 0.08
F -3.422 -1.452 -1.778 -0.51
H 1.711 2.378 -4.601 0.24
C 0.943 1.492 -2.817 0.06
H 0.047 2.599 1.686 0.52
C 2.185 -4.087 -2.938 -0.13
C 2.377 1.331 -1.022 0.15
C 1.559 -1.318 4.684 -0.06
C 1.588 -2.917 0.600 0.65
N 1.220 -1.886 -1.569 -0.53
C 2.116 -4.098 -1.556 -0.20
F -1.538 -0.079 -1.873 -0.55
N 1.075 -1.737 1.011 -0.81
N 1.174 1.111 -1.556 -0.53
Cl 1.992 0.895 6.208 0.02
H 1.786 -2.912 -4.704 0.23
H -3.217 2.119 2.389 0.20
C 3.207 2.217 -3.056 -0.13
H -3.580 2.984 0.887 0.22
C 1.291 -1.240 2.312 0.12
Zr -0.075 -0.356 -0.169 2.42
O -3.696 0.971 0.721 -0.50
Cl 1.611 -2.249 6.139 0.03
F -1.745 -1.891 -3.300 -0.52
B -2.111 -1.449 -2.072 1.37
H -4.615 -0.783 1.138 0.23
C 1.759 -2.961 -3.625 -0.24
C 3.443 1.834 -1.747 -0.20
O -1.131 1.884 -0.102 -0.66
O 2.035 -3.826 1.270 -0.58
C -3.813 -0.173 1.548 -0.17
H -4.086 0.109 2.572 0.19
H 2.431 -4.939 -0.955 0.26

16
Properties=species:S:1:pos:R:3:nbo_charge:R:1 method="wB97M-V/def2-TZVPD" homo_energy_ev=-3.17 smiles="O=C[C@@H](CS)NC[O-]" mol_weight_g_mol=134.180 total_energy_ev=-20696.9056 lumo_ev=3.28 total_charge=-1
H 0.466 1.130 1.736 0.22
H 0.267 2.002 -1.333 0.15
C 0.688 0.827 0.707 -0.46
H 0.374 -2.938 -1.713 0.08
C -0.241 -0.226 0.249 -0.23
C -1.195 -0.717 1.344 0.47
C 0.023 -1.876 -1.593 0.15
O 0.450 -1.029 -2.481 -0.92
H 1.748 0.595 0.639 0.22
O -0.882 -0.812 2.510 -0.58
H 1.398 -1.616 -0.076 0.35
N 0.397 -1.516 -0.117 -0.70
H -0.808 -0.074 -0.680 0.24
H -1.110 -1.889 -1.470 0.04
S 0.321 2.498 -0.087 -0.14
H -2.296 -0.763 1.148 0.10

30
Properties=species:S:1:pos:R:3:nbo_charge:R:1 method="wB97M-V/def2-TZVPD" homo_energy_ev="-15.74 / -16.19" mol_weight_g_mol=524.042 s_squared=6.086 total_energy_ev=-94640.3558 lumo_ev="-8.35 / -11.67" spin_multiplicity=5 total_charge=+2
C -0.568 -1.032 -2.738 -0.14
H -1.161 -0.560 -4.031 0.30
C -0.202 -0.385 -1.631 0.00
H 0.310 1.689 -2.964 0.30
H -1.480 3.077 -1.450 0.34
F 2.267 -0.987 2.088 -0.58
C 1.666 1.683 3.694 0.06
C -1.079 2.001 -1.730 -0.44
H 0.997 -2.328 0.570 0.25
C 0.633 -1.964 -0.315 0.14
C -2.039 1.453 -0.488 -0.27
Se 2.795 1.188 5.167 1.05
N 0.553 -0.835 -0.519 -0.48
H -3.013 2.501 -0.217 0.29
H -0.134 -3.879 -1.456 0.28
N 1.305 1.587 2.587 -0.31
F 2.011 -0.873 3.983 -0.48
H -0.962 -3.045 -3.472 0.28
C -0.080 1.188 -1.984 -0.28
H -2.638 0.366 -0.072 0.33
H -0.809 2.833 1.070 0.48
C 0.193 -2.901 -1.324 -0.27
F 0.257 -0.450 2.616 -0.59
Pt 0.932 0.907 1.094 1.39
B 1.564 -1.459 3.119 1.40
C -0.414 -2.636 -2.614 -0.11
F 1.717 -2.853 2.763 -0.51
O -0.938 1.772 1.358 -0.86
H 0.751 2.214 -0.927 0.11
H -2.433 1.729 -2.179 0.31

18
Properties=species:S:1:pos:R:3:nbo_charge:R:1 method="wB97M-V/def2-TZVPD" homo_energy_ev=-15.24 mol_weight_g_mol=317.021 total_energy_ev=-45398.7107 lumo_ev=-7.12 total_charge=+2
O 1.633 -1.742 -0.280 -0.78
H 5.209 0.041 0.788 0.26
C 4.288 0.376 0.304 -0.28
C -3.043 0.821 -0.241 -0.36
H -3.553 -0.012 1.651 0.21
C -1.786 0.045 -0.420 0.82
O 3.560 -0.802 -0.040 -0.48
H -4.715 1.274 0.971 0.25
Yb 1.196 1.174 -0.932 1.69
C 2.270 -0.679 -0.327 0.19
O -0.799 0.624 -0.935 -0.86
H 4.537 0.951 -0.598 0.18
C -3.814 0.676 0.840 -0.31
H 3.713 0.995 1.006 0.17
O -1.797 -1.196 -0.176 -0.90
Li -0.144 -2.179 -0.452 0.95
H -3.230 1.601 -0.981 0.26
Li -3.526 -1.967 -0.179 0.98

216
Properties=species:S:1:pos:R:3:lowdin_spin:R:1 method="wB97M-V/def2-TZVPD" homo_energy_ev="-9.75 / -14.58" mol_weight_g_mol=1208.827 s_squared=0.751 total_energy_ev=-134345.0482 lumo_ev="-7.58 / -7.70" spin_multiplicity=2 total_charge=+4
H 3.858 -1.100 0.615 0.00
H 1.576 -6.163 0.908 0.00
H 4.977 -4.374 -5.332 0.00
H 4.709 -3.099 -6.513 0.00
H 2.335 -3.324 -1.170 0.00
C -9.468 -1.053 0.703 0.00
C -5.557 0.801 3.346 0.00
H 1.353 0.366 6.670 0.00
H 0.514 -2.503 -3.267 0.00
S 1.987 -4.782 4.231 0.00
C -2.037 -7.224 1.231 0.00
O -0.867 2.759 -3.372 0.01
H -0.215 -2.121 6.189 0.00
H 5.657 3.286 -3.428 0.00
H -5.361 3.058 2.988 0.00
C -6.056 2.243 2.786 0.01
H -0.534 1.837 1.573 0.00
H -8.185 2.047 3.146 0.00
H 3.545 5.178 -0.970 0.00
H -2.368 -8.263 1.224 0.00
H -1.462 4.724 -3.922 0.00
C -2.154 2.203 -3.596 0.04
H 4.909 7.897 -2.658 0.00
H 8.305 0.915 -2.594 0.00
H -2.218 0.900 3.893 0.00
C 0.051 -3.418 -3.638 0.00
H -2.888 -4.060 3.961 0.00
H -1.601 -1.077 -2.893 0.01
H -0.134 -4.202 -2.903 0.00
H 0.749 -1.618 0.684 0.00
H -1.653 1.153 -1.812 0.01
H 3.649 -5.398 -1.163 0.00
C -3.102 0.908 1.880 0.02
O 2.074 -4.614 5.650 0.00
N 2.111 -2.878 -6.823 0.00
C 1.640 3.120 -1.250 0.00
C -1.517 -0.188 -3.518 0.04
C -1.274 -2.411 0.083 0.00
H 0.693 3.620 -1.457 0.00
H -2.254 3.699 2.585 0.00
C -2.123 0.950 -2.775 0.05
H -3.436 -0.315 -1.651 0.03
H -1.021 -7.163 0.841 0.00
C -3.565 -6.690 -0.536 0.00
C 0.272 0.414 6.800 0.00
C 1.936 -6.059 -0.116 0.00
H 6.616 9.007 -0.786 0.00
C -7.649 4.182 3.423 0.00
C -7.378 2.681 3.515 0.00
H 6.739 6.572 -0.566 0.00
H -2.703 -4.568 -3.212 0.01
H 6.682 1.169 -2.286 0.00
H 2.535 -3.110 -4.069 0.00
H -5.005 -2.381 2.815 0.00
H -9.380 -2.078 0.344 0.00
H -8.270 0.778 1.113 0.00
H 7.977 2.448 -0.724 0.00
H -1.723 -4.896 -1.895 0.00
H -1.993 1.272 7.925 0.00
H -1.387 -0.122 2.844 0.00
C 4.304 5.566 -4.793 0.00
C 7.790 2.884 -1.705 0.00
C 6.461 3.673 -1.563 0.00
C -0.820 1.948 2.619 0.00
C -2.523 -5.353 -2.477 0.01
H -2.256 1.499 6.340 0.00
C 5.775 7.006 -0.831 0.00
H 0.504 1.337 -0.452 0.00
H -4.019 1.193 -1.763 0.10
O -2.605 -1.980 -0.358 0.03
H -4.492 -3.488 -1.533 0.05
H -1.285 3.562 3.993 0.00
N -3.552 0.464 -2.283 0.13
H 4.924 8.943 -0.675 0.00
C -3.639 -1.607 4.447 0.00
H -4.559 -6.985 -0.201 0.00
C -1.893 0.844 2.855 0.00
C 4.291 -4.018 -6.101 0.00
H 1.432 4.077 -6.677 0.00
H 2.340 -4.922 -4.128 0.00
C -5.607 -0.415 0.654 0.05
C 5.826 8.475 1.223 0.00
H -1.884 -0.300 -4.538 0.01
H 1.114 -5.619 -0.681 0.00
H 3.460 6.245 -4.910 0.00
H -4.676 -5.980 -2.141 0.00
H 6.779 8.058 1.549 0.00
N 4.133 -5.461 0.895 0.00
C 1.974 4.956 -7.026 0.00
H 7.458 1.965 -3.727 0.00
H 0.754 1.796 8.918 0.00
H 2.531 -1.980 -6.627 0.01
C -3.787 -5.636 -1.612 0.01
H -2.176 2.817 7.166 0.00
H 0.109 3.398 8.490 0.00
C 7.552 1.699 -2.674 0.00
H -0.441 -0.055 -3.629 0.01
H -7.078 -1.548 1.878 0.00
H 4.958 -4.878 0.883 0.00
C 3.160 -5.139 -0.224 0.00
H 2.057 -7.065 -0.517 0.00
H -0.528 4.115 2.468 0.00
H 1.667 5.218 -8.038 0.00
H 0.113 1.757 3.150 0.00
F 5.018 -3.458 2.757 0.00
H 2.246 -2.974 -7.819 0.00
H 2.265 3.305 -3.213 0.00
H -8.667 4.435 3.718 0.00
C -2.943 -4.007 5.048 0.00
C 2.731 -4.000 -5.998 0.00
H -4.982 -0.873 -0.113 0.03
H 1.127 -2.732 -6.647 0.00
H -7.245 2.331 4.539 0.00
C 5.816 8.406 -0.353 0.00
O 4.195 -2.899 -0.403 0.00
C -0.672 3.990 -4.085 0.00
P 4.731 5.459 -3.051 0.00
C 2.133 -3.966 -4.610 0.00
H -2.860 2.920 -3.177 0.02
H 8.630 3.539 -1.938 0.00
C 0.581 2.496 8.101 0.00
H -7.155 -1.802 0.230 0.01
O -0.349 -0.145 5.658 0.00
C 5.479 7.019 -2.353 0.00
C -3.977 -2.911 5.283 0.00
C 4.042 -1.526 -0.371 0.00
H 2.008 3.406 -0.264 0.00
H -0.262 -1.784 4.460 0.00
H 6.672 4.478 -0.860 0.00
H -4.933 -3.258 4.891 0.00
H 4.989 -1.194 -0.797 0.00
C -1.056 -3.406 1.245 0.00
H -4.117 -0.841 5.059 0.00
H 3.433 3.633 -5.041 0.00
C -7.000 -0.993 0.943 0.01
H 4.957 3.763 -5.850 0.00
H 2.507 -3.240 0.700 0.00
H -0.068 2.469 6.087 0.00
H 5.770 9.491 1.615 0.00
H -9.910 -1.161 1.693 0.00
H -5.032 -4.502 -0.331 0.00
N -1.789 1.884 7.148 0.00
H 2.015 5.798 -6.335 0.00
C -4.170 -1.701 2.986 0.00
H 2.106 1.126 -0.970 0.00
H 4.441 -6.411 0.739 0.00
H 6.380 7.128 -2.957 0.00
H -1.882 -3.852 5.241 0.00
C -0.228 1.851 6.970 0.00
H 5.703 2.983 -1.192 0.00
H 0.824 1.321 -2.176 0.00
H -3.421 -2.067 2.283 0.00
O -2.878 -6.258 0.628 0.00
C 0.134 -1.438 5.414 0.00
H -5.581 0.604 0.269 0.04
O 3.032 -2.378 3.143 0.00
H -2.393 2.042 -4.647 0.01
H -4.259 -2.804 6.330 0.00
H -3.479 1.931 1.888 0.01
H -3.568 -3.831 -0.462 0.00
H -3.212 -5.052 5.202 0.00
H -2.012 -6.181 -2.969 0.00
H -6.969 4.666 4.123 0.00
C -0.135 -1.245 0.166 0.00
H 1.221 -1.518 5.396 0.00
C 3.286 4.959 -2.006 0.00
H -7.497 4.515 2.396 0.00
H 3.315 -1.259 -1.138 0.00
H 5.189 6.035 -5.224 0.00
O 0.720 -3.869 -4.761 0.00
H 0.265 -0.818 -0.753 0.00
H -2.572 -1.387 4.483 0.00
H 3.587 3.671 -7.710 0.00
H 0.268 4.441 -3.765 0.00
H -1.188 -2.816 2.152 0.00
N -4.286 -4.311 -0.985 0.02
C 1.200 1.679 -1.218 0.00
H 4.538 -4.722 -6.895 0.00
H 6.906 4.525 -3.507 0.00
H 3.459 2.786 -2.027 0.00
H -2.822 0.952 0.827 0.02
C 3.412 4.517 -7.046 0.00
H 2.392 -4.870 -6.560 0.00
P -4.555 -0.136 2.185 0.00
H 1.569 2.869 7.831 0.00
H -10.345 -0.681 0.173 0.00
H -0.311 -0.422 0.859 0.00
H -1.919 -6.833 2.241 0.00
H 4.974 7.876 1.546 0.00
H -0.919 -3.014 -3.931 0.00
H -0.078 -0.247 7.593 0.00
H -4.853 0.959 4.163 0.00
C 2.883 -3.584 -0.264 0.00
C 6.027 4.194 -2.953 0.00
S 3.748 -3.443 3.776 0.00
F 1.534 -6.321 4.108 0.00
H -6.299 2.178 1.726 0.01
H -8.130 0.087 -0.562 0.01
C -8.210 -0.124 0.505 0.01
N 3.261 -5.055 3.423 0.00
H -4.089 0.090 -3.053 0.13
H 2.477 5.643 -2.261 0.00
H -3.081 -7.526 -1.041 0.00
H -6.335 0.118 3.687 0.00
H -1.888 -4.104 1.152 0.00
H 3.879 5.408 -7.465 0.00
C -1.250 3.429 2.911 0.00
H -0.868 -2.992 -0.745 0.00
H 5.073 6.451 -0.208 0.00
O 0.887 -4.117 3.551 0.00
H 3.742 -5.229 1.797 0.00
C 2.705 3.543 -2.244 0.00
O 4.326 -3.228 5.085 0.00
H -0.629 3.690 -5.132 0.00
H -0.079 -3.890 1.243 0.00
C 4.036 4.309 -5.647 0.00